# 1
The following is a DFT calculation (ωB97M-V/def2-TZVPD) of a cluster of 2 separate species, C5H11NO2 in total at a distorted geometry.

```
! wB97M-V def2-TZVPD RIJCOSX def2/J DEFGRID3
* xyz 0 1
O 1.03 2.50 -1.49
C -0.02 1.95 -1.72
O -0.07 0.90 -2.59
C -1.35 2.20 -1.05
H 0.86 0.65 -2.81
H -2.21 2.19 -1.76
H -1.27 3.16 -0.56
H -1.50 1.43 -0.29
C 0.33 -1.23 -0.41
C 0.61 -0.72 1.03
C 0.18 -2.06 2.92
N -0.35 -1.32 2.02
H 1.10 -0.89 -1.11
H 0.39 -2.32 -0.39
H -0.67 -0.95 -0.78
H 0.52 0.37 1.09
H 1.64 -0.97 1.30
H 1.27 -2.32 2.97
H -0.50 -2.57 3.64
*
```

Computed properties:
Highest occupied orbital energy (Ha): -0.3660
E_LUMO (hartree): 0.0295
E_tot (eV): -10947.9195
Orbital gap (eV): 10.76
Structure (SMILES): CC(=O)O.C=NCC

=====

# 2
The following is a DFT calculation (ωB97M-V/def2-TZVPD) of a structure of composition C31H39BBr2F2N7O2SSiZr.

```
! wB97M-V def2-TZVPD RIJCOSX def2/J DEFGRID3
* xyz 1 1
Zr -0.79 0.72 0.27
N -3.13 2.61 1.86
N -2.74 3.30 3.04
C -1.39 3.48 3.20
N -1.01 3.90 4.40
S -0.30 3.26 1.95
H -2.76 3.12 1.06
H -4.15 2.64 1.82
H -3.19 2.88 3.84
H -1.67 4.18 5.10
H -0.03 4.06 4.57
C 2.92 1.94 0.62
C 2.17 2.73 -0.41
C 2.88 3.73 -1.10
C 2.24 4.55 -1.98
C 0.85 4.40 -2.17
C 0.06 5.23 -3.00
Br 0.86 6.63 -4.00
C -1.29 5.05 -3.09
C -1.91 4.03 -2.36
Br -3.78 3.80 -2.45
C -1.19 3.16 -1.56
O -1.74 2.17 -0.89
C 0.22 3.36 -1.46
N 0.89 2.50 -0.61
H 3.97 1.87 0.36
H 2.51 0.94 0.75
H 2.84 2.45 1.58
H 3.94 3.84 -0.92
H 2.77 5.32 -2.52
H -1.90 5.70 -3.71
C 0.51 -0.17 1.90
Si 1.16 -1.78 1.22
C 1.74 -1.41 -0.57
N 0.69 -0.78 -1.41
C 1.27 0.10 -2.47
C 1.55 -0.64 -3.78
C 0.22 -1.09 -4.41
C -0.80 -1.37 -3.31
C -0.09 -1.87 -2.06
C 2.62 -2.57 2.10
C 2.44 -3.64 2.99
C 3.51 -4.20 3.66
C 4.80 -3.70 3.46
C 5.00 -2.65 2.59
C 3.92 -2.09 1.92
C -0.27 -3.02 1.19
C -1.46 -2.80 1.87
C -2.49 -3.74 1.85
C -2.35 -4.91 1.12
C -1.17 -5.16 0.44
C -0.14 -4.22 0.48
H 1.32 0.45 2.28
H -0.13 -0.38 2.76
H 2.17 -2.29 -1.07
H 2.57 -0.71 -0.48
H 2.17 0.55 -2.08
H 0.56 0.91 -2.68
H 2.20 -1.49 -3.58
H 2.10 0.02 -4.45
H 0.39 -1.99 -5.01
H -0.15 -0.32 -5.08
H -1.53 -2.11 -3.64
H -1.37 -0.47 -3.06
H 0.59 -2.68 -2.35
H -0.78 -2.29 -1.34
H 1.45 -4.04 3.15
H 3.35 -5.02 4.34
H 5.63 -4.14 3.99
H 5.99 -2.26 2.43
H 4.10 -1.26 1.24
H -1.61 -1.89 2.45
H -3.40 -3.56 2.42
H -3.14 -5.65 1.11
H -1.04 -6.08 -0.12
H 0.78 -4.44 -0.05
F -2.50 0.67 3.15
B -2.64 0.96 1.79
F -3.86 0.40 1.33
N -3.95 -1.96 -0.76
C -3.32 -0.80 -0.94
N -3.91 0.20 -1.60
O -2.12 -0.69 -0.56
H -4.92 -2.08 -0.98
H -3.50 -2.65 -0.17
H -4.89 0.18 -1.83
H -3.43 1.09 -1.60
*
```

Computed properties:
Highest occupied orbital energy (Ha): -0.3695
E_LUMO (hartree): -0.0995
E_tot (eV): -213498.4941
Orbital gap (eV): 7.35

=====

# 3
The following is a DFT calculation (ωB97M-V/def2-TZVPD) of the molecule C3H6N2OS at a distorted geometry.

```
! wB97M-V def2-TZVPD RIJCOSX def2/J DEFGRID3
* xyz 0 1
C 0.64 -0.52 -0.15
C -0.94 1.01 0.17
C -1.82 -0.18 -0.26
H 2.40 0.72 0.23
H 2.19 -1.84 0.39
H -1.29 1.94 -0.30
H -0.99 1.13 1.24
H -2.72 -0.21 0.35
H -2.08 -0.05 -1.34
N 1.96 -1.03 -0.18
N 0.46 0.73 -0.17
O 2.92 -0.07 -0.03
S -0.75 -1.62 0.05
*
```

Computed properties:
Highest occupied orbital energy (Ha): -0.3280
E_LUMO (hartree): 0.0264
E_tot (eV): -19069.3962
Orbital gap (eV): 9.64
Structure (SMILES): ONC1=NCCS1

=====

# 4
The following is a DFT calculation (ωB97M-V/def2-TZVPD) of a cluster of 2 separate species, C10H16 in total at a distorted geometry.

```
! wB97M-V def2-TZVPD RIJCOSX def2/J DEFGRID3
* xyz 0 1
C 1.42 1.16 2.89
C 1.67 2.39 2.02
C 2.30 -0.05 2.50
H 1.46 1.35 3.96
H 0.40 0.83 2.66
H 1.33 2.22 1.01
H 2.30 -0.25 1.43
H 2.75 2.57 1.89
H 1.36 3.31 2.52
H 3.28 0.07 2.96
H 1.90 -0.97 2.95
C -0.83 -2.93 -2.39
C -0.61 0.53 -0.84
C -1.88 1.05 -1.18
C -0.24 -0.68 -1.39
C -1.14 -1.49 -2.06
C -2.71 0.38 -2.07
C -2.34 -0.92 -2.41
H -0.10 1.10 -0.07
H -2.19 1.97 -0.71
H 0.71 -1.03 -0.97
H -3.60 0.89 -2.41
H -1.30 -3.64 -1.71
H 0.24 -3.11 -2.27
H -3.02 -1.63 -2.89
H -1.16 -3.09 -3.42
*
```

Computed properties:
Highest occupied orbital energy (Ha): -0.3309
E_LUMO (hartree): 0.0364
E_tot (eV): -10628.9345
Orbital gap (eV): 10.00
Structure (SMILES): Cc1ccccc1.CCC

=====

# 5
The following is a DFT calculation (ωB97M-V/def2-TZVPD) of a cluster of 3 separate species, C27H33F5N4O8S in total at a distorted geometry.

```
! wB97M-V def2-TZVPD RIJCOSX def2/J DEFGRID3
* xyz 0 1
C -2.76 -2.54 -0.19
C -2.45 -1.68 -1.48
N -2.78 -0.21 -1.33
C -1.56 0.41 -0.83
C -0.55 1.00 -1.73
C -0.85 0.97 -3.27
C -1.15 2.27 -3.92
C -1.43 2.10 -5.38
C -1.37 0.74 -5.90
N -1.05 -0.43 -5.28
C -0.79 -0.33 -3.94
C 0.73 1.60 -1.16
C 1.77 2.15 -2.19
C 3.03 1.20 -2.17
O 2.52 -0.15 -2.12
C 3.44 -1.08 -2.62
C 4.85 -1.34 -1.95
O 3.13 -1.75 -3.58
C 1.00 1.67 0.27
C 2.25 2.30 0.93
F 1.81 2.89 2.12
F 2.84 3.32 0.20
C 3.32 1.19 1.40
F 3.04 -0.06 0.88
F 3.19 1.03 2.77
F 4.62 1.58 1.19
C -0.06 1.06 1.16
N -0.07 0.94 2.51
S -1.40 0.16 3.12
N -2.17 -0.08 1.64
C -1.37 0.41 0.67
H -3.78 -2.34 0.25
H -1.95 -2.42 0.59
H -2.71 -3.62 -0.51
H -3.00 -2.14 -2.35
H -1.33 -1.73 -1.61
H -3.00 0.13 -2.27
H -1.19 3.24 -3.39
H -1.71 2.98 -6.02
H -1.62 0.64 -6.99
H -0.52 -1.25 -3.37
H 1.40 2.17 -3.25
H 2.04 3.22 -1.94
H 3.70 1.41 -3.04
H 3.63 1.38 -1.24
H 5.18 -2.36 -2.26
H 4.75 -1.32 -0.83
H 5.55 -0.53 -2.30
C -8.55 -6.08 -0.96
C -7.64 -5.57 0.15
O -6.65 -6.55 0.50
C -5.63 -6.67 -0.35
O -5.47 -6.04 -1.37
O -4.82 -7.64 0.10
C -3.74 -7.94 -0.77
H -8.99 -7.04 -0.68
H -9.35 -5.37 -1.16
H -7.99 -6.24 -1.88
H -8.24 -5.39 1.04
H -7.17 -4.63 -0.12
H -3.17 -7.05 -1.02
H -4.11 -8.42 -1.68
H -3.08 -8.64 -0.25
C 5.11 3.71 3.85
C 4.07 3.77 4.95
O 4.48 4.66 6.01
C 4.36 5.96 5.75
O 3.94 6.45 4.73
O 4.82 6.64 6.81
C 4.85 8.06 6.62
H 6.09 3.45 4.26
H 4.82 2.97 3.10
H 5.22 4.68 3.36
H 3.96 2.79 5.40
H 3.09 4.07 4.57
H 3.87 8.43 6.31
H 5.61 8.32 5.89
H 5.11 8.51 7.58
*
```

Computed properties:
Highest occupied orbital energy (Ha): -0.3213
E_LUMO (hartree): -0.0425
E_tot (eV): -75294.1145
Orbital gap (eV): 7.59
Structure (SMILES): CCNc1c(-c2cccnc2)c(CCOC(C)=O)c(C(F)(F)C(F)(F)F)c2nsnc12.CCOC(=O)OC.CCOC(=O)OC

=====

# 6
The following is a DFT calculation (ωB97M-V/def2-TZVPD) of a cluster of 2 separate species, C3H10NS in total at a distorted geometry.

```
! wB97M-V def2-TZVPD RIJCOSX def2/J DEFGRID3
* xyz 1 1
C 0.73 1.79 0.57
C 0.37 -0.42 -0.44
C -0.81 -2.16 -0.11
N -0.08 0.54 0.56
S -2.48 -1.70 -0.30
H 0.36 2.48 1.32
H 1.77 1.54 0.79
H 0.68 2.26 -0.41
H 0.16 -0.11 -1.45
H 1.38 -0.76 -0.28
H -0.40 -2.84 -0.84
H -0.56 -2.38 0.92
H -0.03 0.10 1.49
H -1.07 0.76 0.38
H -2.57 -1.90 -1.62
*
```

Computed properties:
Highest occupied orbital energy (Ha): -0.4770
E_LUMO (hartree): -0.1232
E_tot (eV): -15590.0118
Orbital gap (eV): 9.63

=====

# 7
The following is a DFT calculation (ωB97M-V/def2-TZVPD) of the molecule C5H2N2O at a distorted geometry.

```
! wB97M-V def2-TZVPD RIJCOSX def2/J DEFGRID3
* xyz 0 1
C -1.52 0.28 0.28
C 0.33 -0.18 1.36
C 0.74 0.16 -0.08
C 1.91 -0.06 -0.77
C 2.69 -0.58 -1.72
H 0.97 -0.53 2.16
H 3.62 -0.90 -2.32
N -0.88 -0.20 1.60
N -0.33 0.19 -0.81
O -2.62 0.47 0.02
*
```

Computed properties:
Highest occupied orbital energy (Ha): -0.3727
E_LUMO (hartree): -0.0557
E_tot (eV): -10240.0987
Orbital gap (eV): 8.63
Structure (SMILES): C#CC1=NC(=O)N=C1

=====

# 8
The following is a DFT calculation (ωB97M-V/def2-TZVPD) of a cluster of 2 separate species, C3H4I2 in total at a distorted geometry.

```
! wB97M-V def2-TZVPD RIJCOSX def2/J DEFGRID3
* xyz 0 3
C 1.31 -0.54 -0.66
C 0.67 0.78 -0.49
C 1.80 0.14 0.31
I 2.73 0.21 2.16
I -1.36 -0.94 3.62
H 1.44 -1.42 -1.34
H -2.87 -0.38 4.13
H 0.89 1.73 -1.20
H -0.29 0.93 -0.12
*
```

Computed properties:
Highest occupied orbital energy (alpha / beta) (Ha): -0.2011 / -0.3472
E_LUMO (alpha / beta) (hartree): 0.0119 / -0.1012
Expectation value of S²: 2.01
E_tot (eV): -19369.8219
Orbital gap (alpha / beta) (eV): 5.80 / 6.69

=====

# 9
The following is a DFT calculation (ωB97M-V/def2-TZVPD) of a cluster of 2 separate species, C2H2BrF3 in total at a distorted geometry.

```
! wB97M-V def2-TZVPD RIJCOSX def2/J DEFGRID3
* xyz 0 1
C 1.33 1.63 -0.66
C -1.90 0.54 -0.49
F 1.28 1.11 0.63
F 1.65 0.77 -1.48
F -1.11 -0.52 -0.66
Br -3.42 0.22 0.53
H 2.01 2.42 -0.67
H -2.09 1.11 -1.43
*
```

Computed properties:
Highest occupied orbital energy (alpha / beta) (Ha): -0.3413 / -0.3225
E_LUMO (alpha / beta) (hartree): -0.0090 / -0.0022
E_tot (eV): -80296.7591
Orbital gap (alpha / beta) (eV): 9.04 / 8.71

=====

# 10
The following is a DFT calculation (ωB97M-V/def2-TZVPD) of a structure of composition C18H22N4O4Y.

```
! wB97M-V def2-TZVPD RIJCOSX def2/J DEFGRID3
* xyz 1 1
Y 0.06 -0.35 0.22
N 1.75 -1.23 1.90
C 1.05 -2.38 2.54
C -0.37 -1.90 2.88
O -0.73 -1.84 4.04
N -1.05 -1.48 1.78
C -2.17 -0.58 2.04
C -1.89 0.89 1.60
O -2.80 1.63 1.34
O -0.60 1.21 1.51
H 2.70 -1.50 1.64
H 1.85 -0.50 2.60
H 1.54 -2.71 3.45
H 1.02 -3.21 1.83
H -2.37 -0.53 3.11
H -3.09 -0.90 1.55
C -1.36 3.33 -2.34
C -2.14 2.79 -3.35
C -2.25 1.42 -3.47
C -1.55 0.61 -2.59
N -0.78 1.13 -1.61
C -0.71 2.46 -1.49
C -1.69 -0.87 -2.60
C -2.22 -1.57 -3.68
C -2.40 -2.94 -3.58
C -2.06 -3.58 -2.40
C -1.52 -2.83 -1.38
N -1.31 -1.51 -1.48
H -1.28 4.39 -2.20
H -2.69 3.44 -4.03
H -2.89 0.99 -4.23
H -0.13 2.83 -0.65
H -2.49 -1.05 -4.58
H -2.82 -3.49 -4.41
H -2.22 -4.64 -2.27
H -1.25 -3.28 -0.42
C 3.66 -1.71 -2.33
C 4.34 -0.65 -1.42
C 3.22 0.32 -1.08
O 2.00 -0.45 -1.22
C 2.20 -1.26 -2.40
H 3.74 -2.70 -1.89
H 4.10 -1.74 -3.32
H 5.16 -0.14 -1.92
H 4.74 -1.12 -0.52
H 3.17 1.16 -1.78
H 3.25 0.71 -0.06
H 2.00 -0.64 -3.27
H 1.48 -2.08 -2.37
*
```

Computed properties:
Highest occupied orbital energy (Ha): -0.4147
E_LUMO (hartree): -0.1361
E_tot (eV): -34215.5059
Orbital gap (eV): 7.58

=====

# 11
The following is a DFT calculation (ωB97M-V/def2-TZVPD) of a structure of composition C9H14IN2O3PV at a distorted geometry.

```
! wB97M-V def2-TZVPD RIJCOSX def2/J DEFGRID3
* xyz 1 1
C 2.14 -0.12 1.39
C 1.96 0.68 0.07
I 3.49 -0.09 -1.32
C 0.62 0.45 -0.63
C -0.59 1.24 -0.04
C -0.34 1.88 1.33
C -0.90 2.35 -0.97
N -1.22 3.23 -1.63
C -1.85 0.31 0.00
C -1.66 -0.96 0.87
C -2.98 1.04 0.57
N -3.93 1.57 0.94
P -2.38 -0.24 -1.73
O -3.84 -0.08 -1.83
H 1.20 -0.56 1.69
H 2.95 -0.84 1.36
H 2.38 0.61 2.16
H 2.22 1.72 0.18
H 0.45 -0.62 -0.71
H 0.75 0.80 -1.66
H -0.26 1.08 2.07
H -1.16 2.54 1.63
H 0.57 2.46 1.39
H -2.00 -0.82 1.89
H -2.21 -1.77 0.40
H -0.63 -1.30 0.93
H -2.05 -1.61 -1.90
H -1.79 0.58 -2.72
O 4.82 -5.35 -2.08
V 3.76 -4.34 -1.31
O 2.47 -3.84 -0.34
*
```

Computed properties:
Highest occupied orbital energy (Ha): -0.4686
E_LUMO (hartree): -0.3595
E_tot (eV): -61744.7274
Orbital gap (eV): 2.97

=====

# 12
The following is a DFT calculation (ωB97M-V/def2-TZVPD) of the molecule C4H6N2O at a distorted geometry.

```
! wB97M-V def2-TZVPD RIJCOSX def2/J DEFGRID3
* xyz 0 1
C 0.79 -0.01 1.99
C 0.33 -0.46 0.61
C 0.25 -1.46 -0.27
C -0.51 0.29 -1.13
H 1.40 -0.92 2.55
H -0.13 0.27 2.44
H 1.51 0.83 1.92
H 0.25 -2.55 -0.23
H -0.52 2.12 -1.98
H -1.62 0.94 -2.79
N -0.62 -0.99 -1.30
N -1.26 1.30 -1.80
O 0.13 0.63 -0.02
*
```

Computed properties:
Highest occupied orbital energy (Ha): -0.3053
E_LUMO (hartree): 0.0293
E_tot (eV): -9270.9129
Orbital gap (eV): 9.10
Structure (SMILES): Cc1cnc(N)o1